Record 1
# C5H8N2

The molecule C5H8N2 in a non-equilibrium geometry (ωB97M-V/def2-TZVPD, the OMol25 dataset).

```
! RIJCOSX wB97M-V def2-TZVPD def2/J DEFGRID3
* xyz 0 1
C -2.03 -0.17 -0.33
C -1.01 -0.02 0.85
C -0.54 1.20 0.42
N 0.73 1.08 -0.04
C 1.18 -0.20 0.25
N 2.52 -0.51 -0.05
C 0.17 -0.89 0.85
H -2.36 -1.19 -0.36
H -2.88 0.53 -0.29
H -1.54 0.03 -1.32
H -1.15 2.06 0.22
H 1.22 1.77 -0.57
H 2.70 -1.49 0.12
H 2.73 -0.31 -1.02
H 0.28 -1.89 1.27
*
```

- energy relative to the best compared isomer or geometry (same formula, charge and spin) (eV) = 2.481
- structure (SMILES) = Cc1c[nH]c(N)c1
- orbital gap (eV) = 8.18
- E (a.u.) = -304.7443

---

Record 2
# C3H7IN

A cluster of 2 separate species, C3H7IN in total in a non-equilibrium geometry (ωB97M-V/def2-TZVPD, the OMol25 dataset).

```
! RIJCOSX wB97M-V def2-TZVPD def2/J DEFGRID3
* xyz 1 1
C 1.64 -0.48 -1.46
C 0.17 -0.46 -1.79
C 0.01 -0.42 0.77
N 0.43 -0.37 -0.59
I -2.43 2.09 2.41
H 2.13 -1.55 -1.42
H 2.28 0.32 -1.73
H -0.45 -0.46 -2.72
H -0.17 0.55 1.14
H -0.90 -1.10 0.92
H 0.86 -0.98 1.34
H -3.58 2.86 3.14
*
```

- energy relative to the best compared isomer or geometry (same formula, charge and spin) (eV) = 3.697
- orbital gap (eV) = 7.79
- E (a.u.) = -470.5674

---

Record 3
# C26H37BN4O7S

A cluster of 4 separate species, C26H37BN4O7S in total (ωB97M-V/def2-TZVPD, the OMol25 dataset).

```
! RIJCOSX wB97M-V def2-TZVPD def2/J DEFGRID3
* xyz 0 1
C 1.21 3.94 -0.78
C 0.62 2.77 -1.56
C -0.82 2.51 -1.21
O -1.28 2.65 -0.11
O -1.60 2.03 -2.23
C -2.10 3.04 -3.11
C -2.88 4.10 -2.35
C -4.20 3.60 -1.69
B -4.12 3.80 -0.09
N -4.37 2.71 0.84
O -3.87 5.06 0.38
C -5.38 4.40 -2.26
C -6.74 3.96 -1.70
C -6.86 2.44 -1.49
C -8.25 1.85 -1.75
C -8.52 0.57 -0.93
O -8.76 -0.56 -1.75
S -5.70 1.60 -2.53
O -5.89 2.02 -3.89
O -5.71 0.21 -2.23
O -4.34 2.17 -1.98
H 0.64 4.85 -0.94
H 1.18 3.71 0.28
H 2.25 4.09 -1.07
H 0.69 2.92 -2.64
H 1.16 1.85 -1.31
H -2.73 2.53 -3.84
H -1.28 3.51 -3.65
H -3.13 4.90 -3.05
H -2.22 4.54 -1.60
H -3.51 2.46 1.33
H -5.03 2.99 1.56
H -3.63 5.70 -0.30
H -5.39 4.30 -3.35
H -5.20 5.45 -2.05
H -7.53 4.28 -2.39
H -6.95 4.45 -0.74
H -6.51 2.19 -0.49
H -8.32 1.57 -2.80
H -9.00 2.61 -1.54
H -9.41 0.69 -0.32
H -7.68 0.36 -0.27
H -7.93 -0.76 -2.20
N 3.42 2.08 0.69
C 3.20 1.94 2.00
C 3.55 0.81 2.72
C 4.17 -0.23 2.06
C 4.42 -0.11 0.70
C 4.02 1.06 0.07
H 2.70 2.77 2.49
H 3.34 0.76 3.78
H 4.47 -1.13 2.59
H 4.90 -0.91 0.15
H 4.20 1.20 -0.99
N 6.41 -2.66 0.30
C 6.26 -3.95 0.62
C 7.27 -4.73 1.16
C 8.51 -4.14 1.37
C 8.68 -2.81 1.05
C 7.61 -2.11 0.52
H 5.28 -4.37 0.44
H 7.08 -5.76 1.42
H 9.33 -4.72 1.79
H 9.63 -2.31 1.20
H 7.70 -1.07 0.25
N 5.83 -7.45 2.78
C 5.25 -7.24 3.95
C 4.36 -8.13 4.54
C 4.06 -9.30 3.87
C 4.66 -9.54 2.64
C 5.54 -8.59 2.14
H 5.50 -6.31 4.45
H 3.91 -7.90 5.50
H 3.37 -10.02 4.29
H 4.46 -10.44 2.08
H 6.02 -8.74 1.19
*
```

- energy relative to the best compared isomer or geometry (same formula, charge and spin) (eV) = 0.000
- structure (SMILES) = CCC(=O)OCC[C@@]1(B(N)O)CC[C@@H](CCO)S(=O)(=O)O1.c1ccncc1.c1ccncc1.c1ccncc1
- orbital gap (eV) = 9.96
- E (a.u.) = -2181.7268

---

Record 4
# C15H20O5

The molecule C15H20O5 in a non-equilibrium geometry (ωB97M-V/def2-TZVPD, the OMol25 dataset).

```
! RIJCOSX wB97M-V def2-TZVPD def2/J DEFGRID3
* xyz 0 1
O 0.13 3.26 -3.04
H -0.91 3.04 -3.03
C 0.35 3.27 -1.61
C 0.15 2.13 -0.89
H 0.02 2.52 0.13
H -0.74 1.79 -1.20
C 1.44 1.19 -1.20
C 1.16 0.41 -2.63
C 0.77 -1.06 -2.62
O 0.47 -1.39 -3.80
H 0.09 -2.47 -3.83
C -0.40 -1.29 -1.71
O -0.95 -2.34 -1.69
H -1.59 -2.68 -1.16
C 0.00 -0.83 -0.19
O -0.87 -0.18 0.43
C -0.93 0.10 1.89
C -1.85 0.82 2.37
C -2.05 0.84 3.83
C -0.91 0.31 4.56
C -0.15 -0.47 3.95
C 0.17 -0.76 2.55
C 1.09 -1.70 2.03
C 0.75 -2.09 0.63
H 1.14 -2.76 0.06
H -0.31 -2.77 0.84
H 1.20 -2.26 2.71
H 1.93 -1.19 1.93
H 0.77 -0.90 4.60
H -1.01 0.55 5.69
H -2.77 1.48 4.16
H -2.77 1.24 1.67
O 1.25 -0.01 -0.13
H -1.15 -0.36 -1.89
H 1.68 -1.59 -2.19
H 2.31 0.30 -2.99
H 0.41 0.95 -3.24
H 2.51 1.52 -0.91
H 1.48 3.62 -1.76
H -0.04 4.09 -1.40
*
```

- energy relative to the best compared isomer or geometry (same formula, charge and spin) (eV) = 13.912
- structure (SMILES) = OCC[C@@H]1C[C@H](O)[C@@H](O)[C@@]2(CCc3ccccc3O2)O1
- orbital gap (eV) = 8.87
- E (a.u.) = -959.2529

---

Record 5
# C38H35BF6HfIN9O7P

A structure of composition C38H35BF6HfIN9O7P in a non-equilibrium geometry (ωB97M-V/def2-TZVPD, the OMol25 dataset).

```
! RIJCOSX wB97M-V def2-TZVPD def2/J DEFGRID3
* xyz 0 2
Hf 0.70 0.35 -0.96
C 2.25 -0.06 -4.55
C 2.17 -1.22 -3.62
C 2.58 -2.54 -3.86
C 2.38 -3.22 -2.67
C 2.66 -4.64 -2.33
N 1.89 -2.34 -1.78
N 1.74 -1.12 -2.37
B 1.70 -2.48 -0.26
N 0.18 -2.24 0.02
N -0.51 -1.44 -0.86
C -1.78 -1.86 -0.89
C -2.81 -1.32 -1.81
C -1.91 -2.93 0.01
C -0.66 -3.13 0.56
C -0.24 -4.13 1.58
N 2.66 -1.45 0.36
N 2.84 -0.23 -0.24
C 3.92 0.32 0.31
C 4.51 1.63 -0.12
C 4.43 -0.54 1.29
C 3.60 -1.64 1.29
C 3.63 -2.83 2.19
H 3.21 -0.07 -5.07
H 2.15 0.88 -4.01
H 1.46 -0.11 -5.30
H 2.95 -2.95 -4.78
H 2.98 -5.18 -3.22
H 1.77 -5.12 -1.93
H 3.45 -4.71 -1.58
H 2.00 -3.58 0.12
H -2.59 -0.30 -2.10
H -3.80 -1.36 -1.34
H -2.84 -1.92 -2.72
H -2.82 -3.48 0.22
H -1.12 -4.59 2.02
H 0.34 -3.64 2.37
H 0.38 -4.91 1.14
H 3.91 2.11 -0.88
H 5.51 1.45 -0.52
H 4.61 2.30 0.73
H 5.30 -0.38 1.90
H 4.50 -2.77 2.85
H 3.67 -3.77 1.63
H 2.73 -2.85 2.81
O 0.25 6.47 -0.64
C 0.36 5.28 -0.66
C -0.69 4.26 -0.17
O -1.63 4.48 0.53
C -0.19 2.93 -0.66
C 1.13 3.06 -1.22
O 1.77 2.04 -1.63
C 1.57 4.48 -1.20
O 2.63 4.93 -1.54
O -0.79 1.83 -0.68
I 5.45 4.28 5.47
C 4.07 3.14 4.38
C 3.79 1.84 4.78
C 2.91 1.08 4.03
C 2.30 1.61 2.90
C 2.57 2.92 2.53
C 3.47 3.69 3.26
C 1.44 0.72 2.05
O 1.22 -0.42 2.40
O 1.00 1.24 0.93
H 4.26 1.43 5.67
H 2.70 0.05 4.32
H 2.08 3.33 1.66
H 3.71 4.70 2.94
F -0.40 0.54 -2.92
P -1.36 1.65 -4.01
F -0.44 2.84 -3.41
F -2.18 2.63 -4.94
F -2.36 1.83 -2.78
F -2.14 0.34 -4.46
F -0.25 1.37 -5.11
C -2.67 0.42 3.46
C -1.84 -0.11 2.48
N -1.99 0.16 1.18
C -3.06 0.87 0.82
C -3.99 1.38 1.72
C -3.75 1.19 3.08
C -5.18 2.11 1.22
C -6.15 1.59 0.47
C -6.31 0.18 0.05
C -5.78 -0.92 0.73
C -6.07 -2.17 0.23
N -6.81 -2.36 -0.86
C -7.28 -1.26 -1.43
N -7.08 -0.01 -1.02
H -2.47 0.22 4.51
H -1.00 -0.74 2.74
H -3.19 1.08 -0.24
H -4.42 1.62 3.81
H -5.23 3.16 1.48
H -6.92 2.24 0.08
H -5.18 -0.81 1.62
H -5.70 -3.07 0.72
H -7.89 -1.39 -2.32
*
```

- energy relative to the best compared isomer or geometry (same formula, charge and spin) (eV) = 0.000
- orbital gap (spin up / spin down) (eV) = 7.81 / 5.68
- E (a.u.) = -3800.1533
- expectation value of S² = 0.763

---

Record 6
# FHN2O2S

A cluster of 2 separate species, FHN2O2S in total in a non-equilibrium geometry (ωB97M-V/def2-TZVPD, the OMol25 dataset).

```
! RIJCOSX wB97M-V def2-TZVPD def2/J DEFGRID3
* xyz 0 1
N 1.76 -1.95 0.19
N 1.06 -2.10 -0.66
O 2.48 -1.72 1.11
O -2.52 2.18 0.28
F -0.35 0.90 0.68
S -1.77 1.11 -0.27
H -0.66 1.58 -1.32
*
```

- energy relative to the best compared isomer or geometry (same formula, charge and spin) (eV) = 0.420
- orbital gap (eV) = 10.67
- E (a.u.) = -758.5264

---

Record 7
# C40H120N18O8P6S2

A cluster of 8 separate species, C40H120N18O8P6S2 in total in a non-equilibrium geometry (ωB97M-V/def2-TZVPD, the OMol25 dataset).

```
! RIJCOSX wB97M-V def2-TZVPD def2/J DEFGRID3
* xyz 0 1
O 0.96 1.79 -5.67
P 0.12 2.95 -5.26
N -1.57 2.74 -5.27
C -2.43 3.38 -4.21
C -2.28 1.79 -6.10
N 0.45 4.43 -6.02
C -0.13 5.73 -5.57
C 1.67 4.57 -6.78
N 0.51 3.15 -3.61
C 1.56 4.06 -3.12
C 0.42 1.99 -2.74
H -2.87 2.68 -3.51
H -3.23 3.94 -4.70
H -1.72 4.07 -3.74
H -3.36 1.95 -6.14
H -2.04 0.78 -5.79
H -1.97 2.00 -7.13
H -1.22 5.72 -5.61
H 0.33 6.09 -4.65
H 0.15 6.42 -6.37
H 1.59 5.43 -7.44
H 2.54 4.80 -6.16
H 1.96 3.70 -7.36
H 1.21 4.75 -2.35
H 2.44 3.47 -2.89
H 1.86 4.61 -4.01
H 0.95 1.92 -1.79
H 0.78 1.15 -3.33
H -0.63 1.73 -2.57
O -2.22 2.08 5.02
P -0.85 2.17 5.61
N -0.50 3.44 6.74
C -1.32 3.38 8.00
C -0.37 4.76 6.35
N 0.48 2.29 4.52
C 1.95 2.56 4.86
C 0.39 1.59 3.21
N -0.37 0.76 6.64
C -1.34 -0.31 6.77
C 0.96 0.69 7.24
H -0.76 3.90 8.78
H -1.43 2.36 8.35
H -2.22 3.91 7.67
H 0.06 4.88 5.35
H 0.15 5.38 7.08
H -1.40 5.01 6.12
H 2.43 3.09 4.03
H 2.20 3.01 5.82
H 2.44 1.59 4.75
H 0.87 0.62 3.22
H -0.64 1.45 2.88
H 0.82 2.11 2.35
H -1.72 -0.49 5.76
H -0.81 -1.14 7.23
H -2.20 0.13 7.29
H 0.93 0.26 8.24
H 1.43 1.66 7.43
H 1.63 0.04 6.67
O 4.02 0.73 1.74
P 5.29 0.43 2.46
N 5.91 1.68 3.44
C 5.20 2.97 3.62
C 7.20 1.54 4.11
N 6.52 0.13 1.28
C 6.48 -1.23 0.73
C 6.63 1.13 0.19
N 5.34 -1.02 3.49
C 6.37 -1.61 4.26
C 4.06 -1.55 3.92
H 5.43 3.39 4.60
H 4.14 2.70 3.53
H 5.61 3.66 2.89
H 7.71 2.48 4.33
H 7.78 0.92 3.42
H 7.18 1.03 5.07
H 7.27 -1.51 0.04
H 6.56 -2.09 1.40
H 5.49 -1.30 0.28
H 6.05 0.72 -0.64
H 6.37 2.11 0.58
H 7.63 1.18 -0.23
H 6.36 -1.34 5.32
H 6.26 -2.70 4.29
H 7.36 -1.43 3.85
H 3.91 -1.28 4.96
H 4.17 -2.63 3.77
H 3.26 -1.15 3.29
O 1.02 -1.93 -3.57
P 2.26 -2.60 -4.12
N 2.11 -3.07 -5.74
C 0.89 -2.59 -6.46
C 3.31 -3.50 -6.49
N 2.80 -3.93 -3.12
C 2.83 -3.74 -1.63
C 2.59 -5.37 -3.54
N 3.60 -1.49 -4.14
C 4.91 -1.74 -3.60
C 3.16 -0.11 -4.20
H 1.12 -1.79 -7.16
H 0.08 -2.37 -5.77
H 0.63 -3.44 -7.10
H 3.16 -4.47 -6.96
H 4.16 -3.51 -5.81
H 3.65 -2.74 -7.19
H 2.47 -2.75 -1.35
H 2.44 -4.53 -0.99
H 3.89 -3.66 -1.36
H 2.76 -5.52 -4.60
H 3.08 -6.00 -2.80
H 1.60 -5.80 -3.36
H 5.69 -1.09 -3.98
H 4.93 -1.63 -2.51
H 5.20 -2.78 -3.75
H 2.41 0.14 -4.96
H 4.07 0.47 -4.38
H 2.53 0.09 -3.33
O -5.89 5.99 2.52
P -4.67 5.28 2.03
N -3.14 5.61 2.77
C -3.17 6.50 4.01
C -1.86 4.83 2.62
N -4.28 5.62 0.34
C -5.05 5.19 -0.84
C -3.30 6.65 0.02
N -4.69 3.51 2.03
C -3.71 2.66 1.28
C -5.14 2.83 3.34
H -3.28 5.96 4.95
H -3.86 7.35 4.01
H -2.13 6.80 4.04
H -1.91 3.90 3.18
H -0.98 5.23 3.12
H -1.71 4.68 1.55
H -5.97 4.71 -0.48
H -5.28 6.06 -1.45
H -4.46 4.45 -1.37
H -3.86 7.55 -0.25
H -2.52 6.92 0.73
H -2.65 6.28 -0.77
H -2.79 2.34 1.78
H -4.17 1.74 0.93
H -3.48 3.21 0.37
H -5.41 1.83 2.99
H -6.15 3.19 3.53
H -4.42 2.82 4.16
O -4.38 -3.82 -1.19
P -4.46 -4.94 -2.21
N -3.15 -4.95 -3.27
C -3.07 -5.78 -4.53
C -1.96 -4.11 -3.08
N -5.91 -4.99 -3.18
C -7.15 -4.73 -2.37
C -6.03 -4.31 -4.43
N -4.34 -6.53 -1.56
C -4.96 -7.72 -2.17
C -3.54 -6.87 -0.35
H -2.43 -6.66 -4.42
H -2.76 -5.23 -5.41
H -4.10 -5.99 -4.83
H -1.72 -4.21 -2.02
H -2.29 -3.09 -3.29
H -1.19 -4.36 -3.81
H -8.05 -4.82 -2.98
H -7.24 -5.59 -1.71
H -7.04 -3.86 -1.73
H -6.44 -3.31 -4.33
H -5.06 -4.26 -4.93
H -6.53 -4.88 -5.21
H -5.95 -7.40 -2.51
H -4.33 -7.98 -3.02
H -5.01 -8.51 -1.43
H -3.68 -6.16 0.47
H -2.53 -6.93 -0.76
H -3.80 -7.81 0.12
C 1.09 -0.45 0.28
S -0.57 -0.95 0.99
O -1.63 0.13 0.52
C -0.73 -2.45 -0.04
H 1.83 -0.69 1.04
H 1.24 0.63 0.22
H 1.39 -0.96 -0.63
H -1.73 -2.88 -0.01
H -0.09 -3.18 0.47
H -0.14 -2.40 -0.96
C -0.94 -6.87 3.98
S -0.96 -5.15 4.69
O 0.44 -4.67 4.89
C -1.60 -4.10 3.28
H -0.40 -7.59 4.61
H -0.51 -6.95 2.98
H -1.92 -7.26 3.72
H -2.33 -4.62 2.67
H -0.77 -3.76 2.66
H -2.18 -3.21 3.55
*
```

- energy relative to the best compared isomer or geometry (same formula, charge and spin) (eV) = 7.474
- orbital gap (eV) = 7.82
- E (a.u.) = -6028.0033

---

Record 8
# C2Br2N2O2

A structure of composition C2Br2N2O2 in a non-equilibrium geometry (ωB97M-V/def2-TZVPD, the OMol25 dataset).

```
! RIJCOSX wB97M-V def2-TZVPD def2/J DEFGRID3
* xyz 0 1
C 1.81 1.05 0.42
C -1.46 -0.18 0.23
N 0.79 0.53 0.42
N -1.13 -1.35 -0.03
O -0.25 -2.15 0.12
O -2.24 0.62 0.57
Br -1.02 -0.18 -2.18
Br 3.51 1.66 0.45
*
```

- energy relative to the best compared isomer or geometry (same formula, charge and spin) (eV) = 1.074
- orbital gap (spin up / spin down) (eV) = 7.50 / 7.43
- E (a.u.) = -5484.0433